Arrangement P

Below is a cluster of 2 separate species, C3H10N2O2 in total, with properties calculated with ωB97M-V/def2-TZVPD.

Cartesian coordinates (Å):
O  -1.9758  -1.5554  0.0751
O  0.8982  -1.7923  1.1237
N  -2.4487  0.6292  0.7546
N  -0.1951  0.0728  0.0658
C  -1.5057  -0.4508  0.7984
C  2.2565  1.0990  -1.6366
C  0.6699  -0.5001  0.8013
H  -2.3718  1.2208  1.5639
H  2.3538  2.0035  -1.0313
H  2.4634  1.3422  -2.6874
H  0.0911  -2.3272  1.0302
H  -2.3205  1.1888  -0.0799
H  -1.4847  -0.8028  1.8416
H  1.5965  0.0545  0.9326
H  -2.2402  -1.2534  -0.8016
H  2.9777  0.3660  -1.2953
H  1.2355  0.7054  -1.4548

## Properties
Kohn-Sham gap, eV: 9.997
Net charge: 0
SMILES string: N[C@@H](O)/N=C\O.C
Molecular weight, u: 106.12

=====

Arrangement Q

Below is a cluster of 2 separate species, C3H10N2O2 in total, with properties calculated with ωB97M-V/def2-TZVPD.

Cartesian coordinates (Å):
O  0.4124  0.9814  0.0648
O  0.7368  3.8322  1.2272
N  -0.4424  -0.8663  -0.9377
N  1.2180  -2.4560  -0.1409
C  -1.8756  0.5470  0.4289
C  -0.4832  0.1530  -0.0424
C  0.8702  -1.4789  -1.1725
H  -2.1611  0.0137  1.3278
H  1.5930  -0.6637  -1.1762
H  0.2686  3.0548  0.8592
H  0.8408  -2.0274  -2.1137
H  2.1841  -2.7234  -0.2805
H  -2.5578  0.4395  -0.4197
H  1.2310  3.3186  1.8849
H  -1.1155  -1.6219  -0.8808
H  -1.8752  1.6266  0.5681
H  1.1558  -2.1292  0.8038

## Properties
Kohn-Sham gap, eV: 10.569
Net charge: 0
SMILES string: CC(=O)NCN.O
Molecular weight, u: 106.12

=====

Verdict on stability: arrangement Q comes out on top.

=====

Arrangement P

Below is an isolated molecule of C3H7N3, with properties calculated with ωB97M-V/def2-TZVPD.

Cartesian coordinates (Å):
N  1.9076  -0.8271  -0.0277
N  -0.1477  1.3356  0.0274
N  0.5668  -0.9191  -0.0587
C  2.3322  0.4294  -0.0568
C  -0.3952  0.0891  -0.0258
C  -1.8074  -0.4571  -0.0780
H  -2.0750  -0.5892  1.1096
H  0.3041  -1.9216  0.4727
H  -0.8444  2.0849  -0.0216
H  -1.9424  -1.3863  -0.6893
H  1.3695  1.1559  0.1908
H  -2.6420  0.3179  -0.5875
H  3.3739  0.6875  -0.2551

## Properties
Kohn-Sham gap, eV: 8.948
Net charge: 0
SMILES string: [H]/N=C(\C)NN=C
Molecular weight, u: 85.11

=====

Arrangement Q

Below is an isolated molecule of C3H7N3, with properties calculated with ωB97M-V/def2-TZVPD.

Cartesian coordinates (Å):
N  -1.1988  1.2715  -0.3202
N  2.0793  0.4339  0.2261
N  0.8871  0.6226  -0.4502
C  -1.0544  -1.1988  0.1897
C  0.0282  1.4877  0.1119
C  -1.1156  -0.0189  -0.7348
H  -0.4819  -2.0119  -0.2632
H  -0.6203  -0.9405  1.1559
H  1.9942  -0.1638  1.0457
H  0.3248  2.2811  0.7976
H  2.7758  0.0536  -0.4019
H  -2.0721  -1.5694  0.3585
H  -1.5461  -0.2472  -1.7150

## Properties
Kohn-Sham gap, eV: 9.170
Net charge: 0
SMILES string: C/C=N\C=N\N
Molecular weight, u: 85.11

=====

Arrangement R

Below is a cluster of 2 separate species, C3H7N3 in total, with properties calculated with ωB97M-V/def2-TZVPD.

Cartesian coordinates (Å):
N  2.4887  1.6130  0.0679
N  -0.2857  -0.2979  -0.8869
N  -0.5688  1.5869  1.3414
C  0.4236  -1.5305  -0.4908
C  0.2379  0.9130  -0.7812
C  1.4332  1.2494  -0.2297
H  -0.9188  2.4893  1.0939
H  -1.2579  -0.2072  -1.0969
H  -0.6075  1.6384  -0.9511
H  0.2069  1.7267  1.9116
H  -0.1532  -2.4165  -0.0440
H  0.6926  -2.0605  -1.4729
H  1.2518  -1.3651  0.0962

## Properties
Kohn-Sham gap (alpha / beta), eV: 9.356 / 7.251
Net charge: 0
Molecular weight, u: 85.11

=====

Verdict on stability: arrangement Q comes out on top.

=====

Arrangement P

Below is a cluster of 10 separate species, C18H56O10 in total, with properties calculated with ωB97M-V/def2-TZVPD.

Cartesian coordinates (Å):
O  11.0177  -4.0696  1.0541
O  12.8142  -4.8491  2.7538
O  10.3876  -8.2540  -1.9331
O  12.3334  -10.0814  -2.8966
O  8.0323  -3.3023  -3.6900
O  15.7330  -6.6534  -3.3626
O  7.9518  -8.2249  4.1616
O  14.3216  -7.3884  -1.1664
O  11.6945  -6.4214  -0.4286
O  15.1683  -1.5753  -0.9232
C  9.2607  -3.9466  -3.4393
C  9.3828  -4.0856  -1.8889
C  13.6448  -6.2542  -4.3960
C  15.6252  -7.4954  -5.6284
C  13.3130  -5.9973  3.4858
C  14.4361  -6.4824  2.5542
C  9.2342  -5.3045  -4.0682
C  13.7843  -5.5533  4.8300
C  14.0247  -3.5727  -1.8497
C  14.8767  -7.2163  -4.3216
C  9.0872  -8.3260  -1.5142
C  12.7318  -1.8023  -0.4856
C  9.1321  -8.2850  3.4273
C  13.8805  -2.0662  -1.5236
C  8.2559  -8.8255  -2.6933
C  9.5330  -6.9053  2.7949
C  10.2352  -8.7465  4.4380
C  8.9663  -9.3782  -0.3862
H  16.5439  -8.0655  -5.4907
H  12.5345  -6.7565  3.5604
H  10.0287  -3.3676  -3.9522
H  13.6321  -4.6258  2.3036
H  8.0489  -9.4255  0.2005
H  11.8807  -2.1850  -1.0490
H  14.5958  -8.2098  -3.9720
H  14.3677  -6.2875  5.3856
H  11.1803  -7.1426  -0.7914
H  13.1160  -6.2647  -3.4429
H  8.9108  -9.0505  2.6835
H  9.7644  -6.0944  3.4857
H  10.2844  -7.0100  2.0123
H  12.8026  -2.4328  0.4008
H  15.7425  -1.3086  -1.6448
H  12.8512  -6.5659  -5.0752
H  9.2494  -10.3791  -0.7121
H  11.0845  -9.1919  3.9198
H  14.1877  -4.1399  -0.9333
H  10.3964  -8.1535  -2.8878
H  11.9233  -9.6404  -2.1526
H  9.5964  -3.1027  -1.4689
H  7.5201  -8.1245  -3.0874
H  12.9354  -5.3601  5.4858
H  15.9814  -6.5704  -6.0818
H  13.9957  -6.7590  1.5962
H  9.7892  -9.4476  5.1434
H  16.5144  -7.2105  -3.3347
H  12.4430  -0.7727  -0.2744
H  8.7581  -7.3498  -1.1583
H  13.6955  -1.3312  -2.3070
H  8.2305  -7.6342  4.8651
H  14.9508  -7.9783  -6.3356
H  8.6032  -4.5056  -1.2534
H  12.6030  -6.6546  -0.6195
H  9.7197  -9.1465  0.3666
H  14.9839  -7.9406  -0.7508
H  14.8577  -7.3783  3.0101
H  10.1540  -5.8691  -3.9158
H  7.7979  -3.5298  -4.5927
H  10.6322  -7.8546  4.9227
H  7.4646  -9.5450  -2.4828
H  12.2391  -9.4650  -3.6227
H  10.9594  -4.8711  0.5341
H  13.2086  -4.1169  -2.3251
H  14.9377  -3.6585  -2.4389
H  15.2046  -5.7389  2.3427
H  14.3123  -4.6000  4.8543
H  8.8466  -9.2202  -3.5200
H  8.6495  -6.5062  2.2966
H  14.0819  -5.2714  -4.5725
H  10.3385  -4.4954  -1.5620
H  14.7995  -6.9081  -1.8425
H  9.2349  -5.1437  -5.1463
H  11.7348  -4.2327  1.6667
H  8.4792  -5.9885  -3.6807

## Properties
Kohn-Sham gap, eV: 9.772
Net charge: 0
SMILES string: CC(C)O.CC(C)O.CC(C)O.CC(C)O.CC(C)O.CC(C)O.O.O.O.O
Molecular weight, u: 432.64

=====

Arrangement Q

Below is a structure of composition C18H56O10, with properties calculated with ωB97M-V/def2-TZVPD.

Cartesian coordinates (Å):
O  -0.0428  -0.0402  1.5441
O  4.3050  1.4674  1.0779
O  -0.7521  1.5041  2.4705
O  -0.4779  -4.4163  0.0906
O  -0.5468  -1.6513  3.1038
O  1.3354  -1.1637  2.4058
O  -0.7472  3.3652  2.2290
O  -2.5792  1.8469  2.5940
O  -2.1774  -0.4055  -4.4377
O  1.6634  -1.1296  -3.5875
C  -0.3591  1.4165  3.8115
C  -2.6929  -0.2653  -3.1853
C  -0.9262  0.0849  0.5116
C  3.0931  1.7455  0.4923
C  3.2242  1.9662  -0.9978
C  -4.0865  -0.7055  -3.0662
C  2.3191  0.3807  0.6640
C  -0.7841  0.1030  4.4956
C  0.0072  0.0876  -4.8828
C  -2.5607  1.1913  -2.6774
C  1.7935  -4.9114  -0.2298
C  0.7729  -4.0164  0.5231
C  0.7920  -2.4642  0.2019
C  -1.0039  1.6358  0.2638
C  0.5870  -0.1848  -3.5234
C  -0.4148  -0.6332  -0.7541
C  1.0652  1.0120  -2.7329
C  1.1171  1.7425  4.0677
H  1.7132  -1.9063  0.3697
H  2.0369  0.1122  1.6820
H  -0.6819  2.4444  2.2905
H  -0.3688  0.6730  2.0978
H  -0.2914  3.8261  1.5246
H  1.7908  1.6487  -3.2390
H  1.7893  1.0945  3.5053
H  0.2452  1.6789  -2.4666
H  -1.7543  -0.2935  4.1963
H  -0.7612  0.8593  -4.8359
H  -1.4141  2.1461  1.1353
H  1.3006  -1.9365  -3.9603
H  -2.4601  0.2424  -5.0872
H  0.4730  -2.2247  -0.8125
H  -1.0460  -0.4030  -1.6124
H  1.4802  -5.0974  -1.2571
H  -0.4713  -0.8093  -5.2760
H  -1.7295  1.5103  2.8786
H  -0.3184  -0.5041  -3.0073
H  -4.7113  -0.2761  -3.8493
H  -4.5193  -0.6094  -2.0704
H  -1.6905  1.6691  -3.1274
H  -0.0941  2.0091  -0.2063
H  1.5757  0.6022  -1.8614
H  -1.7110  1.9504  -0.5038
H  2.8057  -4.5208  -0.1246
H  -2.4933  1.3095  -1.5959
H  -0.8626  2.2264  4.3394
H  -1.4291  -1.3505  2.8861
H  4.9468  2.1800  1.0342
H  0.9034  0.3914  -5.4237
H  3.6775  2.9414  -1.1752
H  1.3308  0.3823  0.2042
H  0.9336  -0.6002  1.7445
H  -2.9493  2.2564  3.3760
H  1.4013  1.6239  5.1133
H  1.3937  2.7060  3.6395
H  -0.7583  0.3897  5.5469
H  3.6881  1.1583  -1.5636
H  0.7334  -1.1282  3.1492
H  0.0304  -0.6206  4.4641
H  -1.6401  3.2520  1.9034
H  -0.6109  -5.2719  0.5051
H  2.5655  2.5315  1.0327
H  2.8331  -0.4611  0.1999
H  0.8608  -4.1817  1.5969
H  1.7937  -5.9358  0.1427
H  2.1930  2.0357  -1.3443
H  -0.1685  -1.9128  2.2643
H  -3.4233  1.7458  -3.0468
H  0.1039  -1.9749  0.8914
H  -1.8957  -0.3597  0.7363
H  -4.2259  -1.7697  -3.2561
H  0.6126  -0.2835  -0.8548
H  -2.1295  -1.0100  -2.6230
H  -0.5262  -1.7175  -0.7409

## Properties
Kohn-Sham gap, eV: 8.115
Net charge: 0
Molecular weight, u: 432.64

=====

Verdict on stability: arrangement P comes out on top.

=====

Arrangement P

Below is a cluster of 2 separate species, C4H8N2O2S in total, with properties calculated with ωB97M-V/def2-TZVPD.

Cartesian coordinates (Å):
S  2.0518  2.2443  -0.1931
O  0.0935  0.4333  -1.7756
O  0.8664  1.6192  0.4162
N  3.3024  1.1299  0.0747
N  -0.2733  0.3776  -0.5574
C  -1.5426  0.9068  -0.1400
C  -2.6175  0.0468  -0.5454
C  -3.3464  -0.8838  -0.8238
C  0.0696  -0.6996  0.2999
H  0.3217  -0.2792  1.3077
H  3.5866  0.6296  -0.7954
H  1.0273  -1.1806  -0.0722
H  -1.3578  1.0287  0.8290
H  -1.9214  1.8640  -0.5231
H  -0.6356  -1.4129  0.4182
H  3.1903  0.4250  0.8466
H  -4.2241  -1.6025  -0.9779

## Properties
Kohn-Sham gap (alpha / beta), eV: 7.530 / 8.462
Net charge: 0
Molecular weight, u: 148.19

=====

Arrangement Q

Below is an isolated molecule of C4H8N2O2S, with properties calculated with ωB97M-V/def2-TZVPD.

Cartesian coordinates (Å):
S  -2.9432  0.0370  0.1121
O  -2.9948  0.7242  -1.1721
O  -2.7818  -1.6337  -0.0833
N  -1.1036  1.6566  1.1530
N  -0.3224  -0.1706  -0.1463
C  0.7511  -1.0041  0.3627
C  0.0948  1.1016  -0.7560
C  -0.5057  2.1595  0.1466
C  -1.2543  0.3110  0.9012
H  1.1204  1.1096  -0.8540
H  -0.1997  1.0525  -1.7211
H  1.4238  -0.7064  1.1113
H  -1.9507  -1.8922  -0.4205
H  1.3053  -1.1394  -0.4604
H  0.2194  -2.0567  0.6573
H  -1.1870  -0.3619  1.8734
H  -0.2370  3.2361  -0.1122

## Properties
Kohn-Sham gap, eV: 9.648
Net charge: 0
Molecular weight, u: 148.19

=====

Arrangement R

Below is a cluster of 2 separate species, C4H8N2O2S in total, with properties calculated with ωB97M-V/def2-TZVPD.

Cartesian coordinates (Å):
S  -0.7775  1.9355  1.2488
O  -0.7993  1.1555  2.4838
O  -2.4263  1.6197  0.6580
N  0.1081  -0.5470  0.7499
N  0.5060  -0.0330  -2.0039
C  0.8128  -1.5220  -0.0247
C  -0.0993  0.6267  0.1835
C  0.2898  0.8836  -1.1623
C  0.5228  -1.3732  -1.5790
H  1.3960  -1.7536  -2.2921
H  1.8793  -1.1997  0.1015
H  1.0953  2.0405  1.2938
H  -0.3655  -1.8489  -1.6911
H  0.4488  -2.4872  0.4809
H  0.0257  -0.6222  1.7159
H  -2.9589  1.2977  1.4685
H  0.3425  1.8275  -1.6312

## Properties
Kohn-Sham gap (alpha / beta), eV: 7.159 / 7.162
Net charge: 0
Molecular weight, u: 148.19

=====

Verdict on stability: arrangement Q comes out on top.